[1]
# C41H53N3O2OsP

C41H53N3O2OsP as an isolated structure (the ωB97M-V functional and the def2-TZVPD basis, the Open Molecules 2025 dataset).

Element x y z (Å)
C  3.629626  -3.737386  1.204939
C  -0.368175  0.044223  2.158232
C  2.630738  -4.207438  0.364060
C  1.864376  1.515152  -3.109263
C  -1.679227  -3.537208  2.799485
H  -3.780357  -0.283198  -5.297036
H  0.039656  0.809542  -4.096872
C  -1.032981  4.528311  -0.578078
C  -2.153666  -0.334157  0.652947
C  -3.065004  -0.341443  -4.487360
H  -3.978098  1.278313  1.901189
H  -3.355769  -2.762513  3.977203
N  -0.030218  -2.711237  -1.671659
C  -2.809589  0.760099  -3.684710
C  -1.903299  4.094274  0.404414
H  -4.805646  -1.485444  -0.273492
C  -0.066526  3.654848  -1.052846
C  0.048109  2.344274  -0.584074
C  -3.432126  0.181687  0.047258
H  4.149090  0.309294  -0.585211
H  -4.566691  -0.383790  1.833213
H  2.066979  -0.014446  3.437852
H  -1.604193  1.523544  -2.084062
C  -4.175595  -0.815631  -0.857903
H  4.060928  3.946138  -0.206049
H  -2.527672  2.467386  1.617911
H  -1.419014  0.467773  4.572741
H  0.140561  -4.498471  2.089266
H  -0.653296  -5.319579  3.424862
C  -4.369178  0.509263  1.238543
H  -0.674631  2.040557  4.863219
C  2.469910  0.139491  -3.447288
C  1.328034  0.558155  3.998617
H  -1.814060  -2.806559  4.845708
O  0.433570  -4.954641  -1.270395
H  -3.517894  -1.429653  -1.468366
H  -2.654470  4.760056  0.806768
H  0.391354  1.959456  2.612276
C  3.070960  3.642808  -0.552733
C  -1.499006  -1.563501  -3.175417
H  3.574270  2.474478  1.716958
Os  0.421380  -0.868464  -1.086381
H  1.850094  2.674874  1.496203
H  1.827728  1.425098  4.428265
H  2.852580  -0.463646  0.971084
C  2.808827  -1.527101  0.830602
H  1.784285  -0.693625  -3.218535
C  0.621131  1.718972  -3.984756
C  2.698427  2.054188  1.218221
C  -1.428417  -2.186471  2.177121
P  1.469251  1.373750  -1.229364
H  -0.016223  2.533519  -3.641132
H  -2.327567  -4.096505  2.118773
H  3.091170  2.390350  -4.597982
H  3.804589  2.599843  -3.020271
H  -4.840349  -0.264923  -1.521336
C  -2.401205  -1.530460  -4.214963
N  1.846641  -1.968120  0.001994
H  -2.702620  -4.298364  4.545578
H  -3.079326  -2.285500  0.830367
H  4.331691  -4.421571  1.662434
H  5.018863  1.704239  0.039974
C  1.761235  -3.305195  -0.207374
H  -2.582997  -2.443613  -4.765856
H  0.145277  -1.586128  3.482621
H  4.467782  -1.960141  2.095864
H  2.990439  3.954990  -1.583383
C  -1.858605  0.667160  -2.687470
C  -0.479960  -1.301281  2.646461
H  -1.860027  1.860512  3.568717
H  3.416601  -0.050984  -2.942628
H  0.625551  4.005384  -1.807322
N  -1.183345  -0.467895  -2.437239
C  -1.041005  1.368476  4.088029
H  -3.231652  1.109908  -0.484735
H  4.595735  1.627161  -1.652428
C  -1.820429  2.788716  0.867659
C  4.237390  1.392508  -0.655238
C  2.860913  2.595256  -3.550836
C  3.706468  -2.372984  1.448771
C  -0.892964  -2.880708  -2.766305
C  -1.009486  0.454710  0.934515
C  0.660894  -3.795215  -1.110253
O  -1.159386  -3.905777  -3.312870
H  2.650443  0.089305  -4.522571
H  -5.321825  0.855089  0.838235
H  2.550941  1.056946  1.617068
H  2.342834  4.202709  0.031099
H  2.424643  3.593106  -3.520203
H  0.262569  -3.857481  3.741338
C  -2.264278  -1.671158  1.193257
C  -0.400957  -4.340538  3.020831
C  -0.878537  1.876682  0.392718
C  2.939433  2.129428  -0.287391
H  -3.320946  1.699657  -3.842076
C  0.149180  1.041410  3.141086
H  2.505237  -5.257483  0.135314
H  0.985794  -0.055039  4.831910
H  0.963686  1.985519  -4.985316
C  -2.437308  -3.332631  4.119031
H  -1.092067  5.536714  -0.963773

Forces on the atoms, in the same order (eV/Å):
-0.01 0.02 0.03
-0.07 0.05 -0.09
-0.06 0.01 -0.02
-0.12 -0.05 0.05
0.01 -0.05 -0.01
-0.01 0.00 -0.01
0.00 0.03 0.00
0.01 0.00 0.00
0.00 -0.01 0.04
-0.01 0.03 0.01
-0.04 -0.06 0.00
-0.03 0.00 0.00
-0.05 0.12 0.06
0.02 -0.01 0.02
0.01 0.00 0.00
0.00 -0.03 0.00
-0.01 -0.02 0.01
0.02 0.02 -0.01
0.01 0.02 -0.03
0.00 -0.07 0.01
-0.02 -0.02 0.00
0.03 0.02 -0.03
0.02 0.01 0.00
0.04 0.03 0.02
0.00 0.00 0.03
0.06 0.05 -0.02
0.00 -0.01 0.02
0.06 -0.02 -0.08
0.01 0.00 0.01
-0.02 0.04 0.01
0.00 0.01 0.00
0.02 0.03 0.03
0.00 0.01 -0.03
0.01 0.01 0.01
0.02 0.02 0.02
0.08 -0.01 -0.10
-0.01 0.01 0.01
0.04 -0.01 0.02
0.03 0.01 -0.02
-0.06 -0.07 -0.01
0.00 -0.02 0.01
0.13 -0.43 -0.16
-0.04 -0.02 0.02
0.01 0.01 0.00
0.02 -0.04 -0.02
0.06 -0.02 0.02
-0.02 0.00 -0.04
0.00 -0.02 0.01
0.02 0.00 0.06
-0.03 0.04 0.03
-0.03 0.23 0.03
-0.02 -0.01 0.00
0.02 0.03 -0.02
0.00 0.01 0.00
-0.02 0.03 0.02
-0.01 0.01 0.01
0.01 -0.02 0.07
-0.02 0.09 0.03
0.00 0.00 0.01
-0.02 -0.01 -0.03
0.02 -0.01 0.00
0.00 0.00 0.01
0.02 -0.11 -0.02
0.00 -0.01 -0.01
0.06 0.02 0.00
0.00 0.01 0.01
0.04 -0.03 -0.10
-0.06 0.02 -0.03
-0.04 -0.09 -0.02
-0.02 -0.01 -0.01
0.02 0.00 0.04
0.00 0.01 -0.01
0.03 0.08 0.17
-0.01 0.01 -0.01
0.01 -0.03 -0.03
0.00 -0.02 0.01
0.01 0.02 0.01
-0.01 0.03 0.06
-0.02 0.05 0.01
0.00 0.01 -0.03
-0.01 0.01 -0.05
-0.03 0.09 0.06
0.02 -0.04 0.09
0.00 0.04 -0.04
0.01 -0.01 -0.01
-0.01 0.01 0.00
-0.07 0.03 0.05
-0.02 0.02 -0.02
0.00 0.01 0.02
0.01 0.00 0.01
0.04 0.01 0.02
-0.02 0.02 0.01
-0.02 0.00 -0.06
-0.07 -0.14 -0.07
0.00 0.01 0.00
0.06 0.05 -0.05
-0.01 -0.01 0.00
0.00 -0.02 0.01
0.01 0.00 -0.01
-0.01 -0.01 -0.01
0.00 0.01 -0.01

Values from the calculation:
Spin multiplicity: 5
HOMO level (alpha / beta): -17.21 / -17.50 eV
Total charge: +3

[2]
# C2HF4P

One molecule with the formula C2HF4P (the ωB97M-V functional and the def2-TZVPD basis, the Open Molecules 2025 dataset).

Element x y z (Å)
F  -2.714496  -1.379916  -0.076159
P  0.003057  -1.183855  0.512724
C  -1.416636  -0.546608  -0.180275
H  -1.730000  0.368871  -0.513050
C  1.226677  0.395793  0.106039
F  1.028829  1.048220  -1.031622
F  2.506268  -0.040258  0.104699
F  1.096304  1.337755  1.077647

Forces on the atoms, in the same order (eV/Å):
3.84 2.05 -0.24
-0.60 1.53 -1.26
-1.41 -4.48 2.22
-0.44 2.14 -1.11
-0.74 -0.41 0.81
-0.24 -0.26 -0.49
-0.62 0.07 0.16
0.21 -0.64 -0.08

Values from the calculation:
SMILES: F/C=P/C(F)(F)F
Spin multiplicity: 1
HOMO level: -10.67 eV
Total charge: 0

[3]
# C5H9N

One molecule with the formula C5H9N (the ωB97M-V functional and the def2-TZVPD basis, the Open Molecules 2025 dataset).

Element x y z (Å)
C  -0.446321  -0.990840  0.269102
H  -0.593932  -1.613490  1.144917
H  1.145198  -1.049095  -1.216037
C  1.859709  -1.850642  0.628305
H  -1.981552  3.041171  -0.263078
H  1.636778  -1.788421  1.691300
C  -0.729224  1.266602  -0.517542
C  -1.079350  2.565743  -0.635938
H  2.751803  -2.410741  0.388469
H  -0.590181  3.230924  -1.338397
C  0.958925  -1.349173  -0.188960
H  -0.302438  0.867238  -1.446430
H  -1.187771  -1.234173  -0.490181
H  -0.892256  0.872453  1.410804
N  -0.549389  0.442443  0.563667

Forces on the atoms, in the same order (eV/Å):
0.78 0.43 0.75
-0.54 0.27 0.27
0.29 -0.79 -0.20
-0.15 -0.49 0.84
0.49 -0.07 1.33
-0.15 -0.58 0.04
1.70 0.67 -1.19
-1.13 0.41 0.14
0.37 0.71 -0.39
-0.26 -0.71 -0.82
-0.67 0.81 -0.91
0.63 -0.16 0.48
0.07 -0.35 0.00
-0.07 -0.78 0.34
-1.35 0.63 -0.67

Values from the calculation:
SMILES: C=CCNC=C
Spin multiplicity: 1
HOMO level: -7.56 eV
Total charge: 0

Number 1: energy -2339.91825 Ha. Number 2: energy -817.55273 Ha. Number 3: energy -250.56076 Ha.